[1]
Computed, not measured: 2 unconnected molecules or ions with the total composition C19H39N5O3S at a distorted geometry, with the ωB97M-V functional and the def2-TZVPD basis.

Cartesian coordinates (Å):
C: 0.0469 2.0146 4.5262
C: -0.6923 2.4317 3.0930
N: 0.1290 2.1676 1.8688
C: -0.2554 0.9379 1.0936
C: -1.2065 1.3954 -0.1566
C: -2.8167 1.2456 0.0743
S: -3.5960 2.7262 0.9985
C: -4.4777 1.8578 2.4548
N: -5.4807 0.7822 2.1020
N: -5.8783 0.3459 3.3723
C: -5.1735 1.1061 4.4857
O: -4.2555 2.0997 3.9058
C: 1.1702 0.4135 0.3851
C: 1.9114 -0.7780 1.2414
C: 3.2533 -1.2047 0.3378
C: 2.5432 -0.2524 2.6947
N: 1.1054 -2.0483 1.3952
O: 1.3827 -2.9664 0.4541
C: -0.3871 -1.8176 1.3141
C: -1.0566 -2.0907 -0.1571
C: -1.0713 -2.9476 2.3402
C: -0.7884 -0.3353 1.9659
H: -0.3502 0.9333 4.8297
H: 1.2127 1.9506 4.4362
H: -0.2434 2.7783 5.3681
H: -0.8264 3.6166 3.1628
H: -1.7726 1.9918 3.1088
H: 1.1451 2.1931 2.1046
H: -0.9589 0.8262 -1.1766
H: -0.9855 2.5419 -0.3562
H: -3.1698 0.2148 0.5175
H: -3.3124 1.3013 -1.0108
H: -5.2450 0.9785 5.6474
H: 1.9440 1.3041 0.2744
H: 0.9886 -0.0262 -0.7014
H: 2.9849 -1.3288 -0.7983
H: 3.8273 -2.1121 0.8038
H: 3.9769 -0.2589 0.4150
H: 3.5792 -0.8116 2.8759
H: 1.8643 -0.5274 3.6147
H: 2.7876 0.8917 2.7046
H: -2.1366 -1.6350 -0.2579
H: -0.3937 -1.6808 -1.0471
H: -1.1794 -3.2628 -0.3072
H: -2.2400 -2.8299 2.4043
H: -0.7813 -4.0512 1.9978
H: -0.6333 -2.7775 3.4132
H: -1.9297 -0.3423 2.2170
H: -0.2257 -0.3162 3.0191
C: 0.1148 0.2238 -5.4060
C: 1.6012 0.4125 -5.6776
C: 2.4348 -0.8679 -5.4777
O: 2.5911 -1.1424 -4.0840
C: 1.5906 -2.0005 -3.5388
N: 2.1246 1.4365 -4.7217
H: -0.1082 0.1372 -4.3385
H: -0.4517 1.0857 -5.7793
H: -0.2665 -0.6685 -5.9119
H: 1.7462 0.8082 -6.6899
H: 3.4413 -0.6836 -5.8679
H: 2.0305 -1.7218 -6.0313
H: 1.1536 -2.6674 -4.2888
H: 0.8085 -1.3905 -3.0809
H: 2.0451 -2.6054 -2.7491
H: 1.5209 2.2619 -4.6320
H: 3.0682 1.7469 -4.9805
H: 2.2224 0.9902 -3.7937

Computed properties:
- Multiplicity: 2
- E_HOMO (alpha / beta): -0.3144 / -0.3932 hartree
- Orbital gap (alpha / beta): 5.08 / 6.57 eV
- Charge: +1

---

[2]
Computed, not measured: a molecular structure, C19H39NOP2Sc at a distorted geometry, with the ωB97M-V functional and the def2-TZVPD basis.

Cartesian coordinates (Å):
Sc: -2.5176 1.5024 0.1573
H: -0.9009 1.3261 1.2601
H: -0.6488 1.1817 0.5241
P: -3.2785 1.0226 2.5023
P: -1.0136 1.8021 -1.8464
C: -0.9789 0.4561 -3.0941
H: -0.6445 0.8116 -4.0809
H: -0.3316 -0.3650 -2.7514
H: -2.0008 0.0614 -3.2148
C: -2.1425 3.0107 -2.6640
H: -2.2434 3.8964 -2.0199
H: -1.7308 3.2993 -3.6433
H: -3.1345 2.5507 -2.8034
C: 0.5523 2.7644 -1.7346
H: 1.3375 2.1981 -1.2161
H: 0.9211 3.0556 -2.7289
H: 0.3748 3.6831 -1.1519
C: -4.8453 1.9799 2.2588
H: -5.4407 1.9713 3.1860
H: -4.5923 3.0174 1.9880
H: -5.4339 1.5311 1.4408
C: -3.8808 -0.6093 3.0692
H: -3.0251 -1.2441 3.3493
H: -4.5592 -0.5075 3.9313
H: -4.4182 -1.0950 2.2396
C: -2.5736 1.8043 4.0042
H: -2.2818 2.8382 3.7654
H: -3.3091 1.8178 4.8226
H: -1.6780 1.2589 4.3365
C: -2.1676 -0.8010 -0.0777
O: -2.0444 -1.9410 -0.2865
H: -2.2026 3.1582 0.6273
C: 3.8695 -4.1127 -1.2095
C: 3.2513 -2.7886 -1.5724
C: 3.6080 -2.0410 -2.6984
C: 2.9821 -0.8005 -2.9232
C: 3.4392 -0.1080 -4.1889
C: 2.0320 -0.3339 -2.0252
C: 1.6936 -1.0018 -0.8071
C: 2.3022 -2.2957 -0.6881
N: 0.9240 -0.4048 0.1610
C: 1.1423 -0.8615 1.5512
C: 0.5753 -2.2893 1.7454
C: 2.6414 -0.7105 1.9000
C: 0.4308 -0.0750 2.6329
H: 3.7437 -4.8976 -1.9641
H: 4.9464 -4.0248 -1.0226
H: 3.4345 -4.5061 -0.2821
H: 4.3892 -2.4198 -3.3624
H: 4.5196 0.1103 -4.1601
H: 3.2808 -0.7367 -5.0817
H: 2.9265 0.8424 -4.3684
H: 1.5173 0.6134 -2.2210
H: 2.1208 -2.9359 0.1569
H: 0.4853 -2.8756 0.8243
H: 1.1976 -2.8046 2.4892
H: -0.4535 -2.2513 2.1268
H: 2.8845 0.3613 1.8556
H: 2.8482 -1.0697 2.9164
H: 3.3160 -1.2739 1.2467
H: 0.6943 0.9843 2.6384
H: -0.6559 -0.2082 2.5917
H: 0.7463 -0.5208 3.5900

Computed properties:
- E_HOMO (alpha / beta): -0.3915 / -0.3398 hartree
- Orbital gap (alpha / beta): 7.24 / 5.38 eV
- Charge: +1

---

[3]
Computed, not measured: a molecular structure, C19H39O11Zn at a distorted geometry, with the ωB97M-V functional and the def2-TZVPD basis.

Cartesian coordinates (Å):
Zn: -26.1865 8.5277 5.5505
C: -23.6161 10.6852 5.1100
O: -24.5854 9.7984 5.5680
H: -23.8589 11.7318 5.2938
H: -22.6526 10.5840 5.6095
H: -23.4080 10.5537 4.0482
C: -22.7377 10.1626 8.8490
O: -23.5328 10.4275 10.0792
C: -24.2006 11.5691 10.2909
O: -24.6768 11.8794 11.3850
O: -24.1160 12.4553 9.2309
C: -24.7631 13.7017 9.2472
H: -23.2666 9.8980 7.9334
H: -21.9294 9.4325 8.8910
H: -22.1998 11.1045 8.7426
H: -25.8349 13.5973 9.0782
H: -24.3869 14.2951 8.4138
H: -24.5766 14.2953 10.1421
C: -29.9752 9.4872 7.5548
O: -29.1216 10.4140 8.1537
C: -27.7906 10.3753 7.8274
O: -27.2831 9.7873 6.8397
O: -27.0945 11.2425 8.6351
C: -27.6028 11.7765 9.8332
H: -30.9923 9.7447 7.8501
H: -29.7128 8.4417 7.7172
H: -30.0270 9.7017 6.4873
H: -28.1846 12.6546 9.5530
H: -26.8047 12.0534 10.5221
H: -28.2310 11.1044 10.4178
C: -24.1693 10.2250 1.4625
C: -24.9876 9.9961 0.2215
O: -24.8116 8.9934 -0.4480
C: -25.9725 11.0627 -0.1419
H: -24.8114 10.0316 2.3218
H: -23.8823 11.2754 1.5117
H: -23.2638 9.6214 1.4004
H: -26.9572 10.9921 0.3202
H: -26.1126 10.9756 -1.2193
H: -25.4921 12.0111 0.0987
C: -23.4748 7.1938 3.0613
C: -24.9298 6.7958 3.0994
O: -25.6518 7.3316 3.9347
C: -25.3370 5.6282 2.1946
H: -23.2678 7.6264 2.0824
H: -22.7343 6.3987 3.1483
H: -23.3220 7.9710 3.8100
H: -26.3693 5.2940 2.2982
H: -24.6080 4.8248 2.3010
H: -25.1898 6.0851 1.2160
C: -26.2413 16.2834 7.1096
C: -26.7640 15.2914 6.0945
O: -27.9700 15.1806 5.7658
C: -25.6940 14.5456 5.3112
H: -26.6791 16.1478 8.0986
H: -26.5457 17.3172 6.9467
H: -25.1660 16.1986 7.2671
H: -25.3042 13.6381 5.7722
H: -24.8012 15.1497 5.1495
H: -26.2170 14.1972 4.4206
C: -20.5383 12.2728 6.4288
C: -20.7723 13.7749 6.4413
O: -20.2076 14.4023 7.3437
C: -21.7771 14.3311 5.4104
H: -19.7016 12.0386 7.0870
H: -20.4355 11.9021 5.4090
H: -21.4219 11.8388 6.8967
H: -21.2238 14.9885 4.7397
H: -22.6389 14.7231 5.9505
H: -22.1007 13.5420 4.7316

Computed properties:
- Multiplicity: 2
- E_HOMO (alpha / beta): -0.5050 / -0.5036 hartree
- Orbital gap (alpha / beta): 5.93 / 2.32 eV
- Charge: +2

---

[4]
Computed, not measured: a molecular structure, C19H39O2P3SW at a distorted geometry, with the ωB97M-V functional and the def2-TZVPD basis.

Cartesian coordinates (Å):
P: -1.9522 -0.2215 2.5752
C: -1.0122 -0.9886 3.9149
H: -1.6825 -1.2325 4.7501
H: -0.2065 -0.3193 4.2527
H: -0.5582 -1.9085 3.5227
C: -2.4836 1.4138 3.2129
H: -3.2565 1.8573 2.5658
H: -1.6115 2.0879 3.2199
H: -2.8820 1.3410 4.2398
C: -3.4627 -1.2309 2.4379
H: -4.0184 -1.2515 3.3890
H: -3.1675 -2.2589 2.1727
H: -4.1087 -0.8337 1.6404
P: -0.4781 -1.8561 -2.3345
C: 0.6943 -3.1314 -1.7777
H: 0.8520 -3.8759 -2.5755
H: 0.3080 -3.6265 -0.8793
H: 1.6440 -2.6362 -1.5366
C: -1.9896 -2.8312 -2.7036
H: -2.7199 -2.2272 -3.2575
H: -2.4428 -3.1479 -1.7517
H: -1.7398 -3.7271 -3.2908
C: 0.2170 -1.3475 -3.9459
H: 0.1936 -2.1773 -4.6639
H: 1.2589 -1.0406 -3.7852
H: -0.3381 -0.4971 -4.3559
P: 2.1681 2.4051 -0.5941
C: 3.8182 2.0146 -0.0824
H: 4.4434 2.8990 -0.2813
H: 4.1817 1.1567 -0.6647
H: 3.8398 1.7624 0.9871
C: 2.2025 3.1373 -2.2297
H: 3.0561 3.8309 -2.2377
H: 1.2756 3.6821 -2.4443
H: 2.3571 2.3522 -2.9809
C: 1.3735 3.4707 0.5917
H: 1.7500 4.4885 0.4104
H: 1.6347 3.1656 1.6149
H: 0.2812 3.4673 0.4940
W: -1.0695 0.4079 -1.0002
C: -0.6799 -1.0033 0.7415
O: -0.0186 -1.9839 0.9990
C: 1.2446 0.7462 -0.7896
O: 1.9668 -0.2682 -0.8637
C: -1.4518 1.6822 -2.6266
C: -1.3445 2.4513 -1.4478
C: -2.1369 2.1254 -0.3351
C: -3.0310 1.0457 -0.3888
C: -3.0932 0.2460 -1.5341
C: -2.3364 0.5845 -2.6695
H: -0.7905 1.8729 -3.4679
H: -0.6596 3.2852 -1.4053
H: -2.0223 2.6769 0.5954
H: -3.6795 0.8336 0.4446
H: -3.7145 -0.6493 -1.5362
H: -2.4201 0.0026 -3.5775
C: 2.7623 -0.9495 2.5522
S: 1.7384 0.5279 2.4260
C: 2.1313 1.3695 3.9764
H: 2.6022 -1.5528 1.6449
H: 2.4628 -1.5361 3.4342
H: 3.8297 -0.6802 2.6178
H: 3.0328 1.9821 3.8334
H: 1.2784 2.0273 4.2124
H: 2.2792 0.6424 4.7833

Computed properties:
- Multiplicity: 3
- Energy relative to the best compared isomer or geometry (same formula, charge and spin): 0.0 kJ/mol
- E_HOMO (alpha / beta): -0.7603 / -0.7554 hartree
- Orbital gap (alpha / beta): 6.03 / 4.63 eV
- Charge: +4

---

[5]
Computed, not measured: a molecular structure, C19H40AsINS at a distorted geometry, with the ωB97M-V functional and the def2-TZVPD basis.

Cartesian coordinates (Å):
C: -8.3364 0.8387 3.3871
C: -7.7483 0.3141 2.4773
C: -7.1176 -0.0962 1.1237
As: -5.3041 -1.0391 1.2932
S: -5.6096 -1.3394 3.5471
I: -4.0667 1.2673 1.6069
C: -5.0802 -0.7789 -0.7399
N: -4.8393 -2.0631 -1.4460
C: -3.5575 -2.0728 1.2595
C: -2.7351 -2.0920 2.6026
C: -1.1883 -2.4642 2.4504
C: -0.7654 -3.0989 1.0708
C: -0.2587 -2.0849 -0.0286
C: 0.7439 -0.9822 0.4783
C: 2.1856 -1.5364 0.8517
C: 3.2273 -1.4700 -0.3285
C: 3.5302 0.0017 -0.8526
C: 5.0861 0.1663 -1.1018
C: 5.2989 1.3381 -2.1607
C: 6.2258 2.5061 -1.6190
C: 5.4338 3.8637 -1.4756
C: 4.8673 4.3522 -2.8824
C: 4.4387 5.8704 -2.7627
H: -8.9562 1.2286 4.2091
H: -7.0197 0.7959 0.4446
H: -7.8755 -0.7765 0.6356
H: -6.0552 -2.3994 1.0655
H: -6.5443 -2.3442 3.6742
H: -5.9386 -0.2210 -1.2011
H: -4.1285 -0.1794 -0.8377
H: -5.3205 -2.8404 -0.9896
H: -3.8408 -2.2497 -1.5440
H: -3.7204 -3.1411 0.9408
H: -2.9205 -1.5780 0.4655
H: -3.1824 -2.8613 3.2961
H: -2.7706 -1.0875 3.1165
H: -0.5864 -1.5623 2.7475
H: -0.9564 -3.2443 3.2393
H: -1.5486 -3.7717 0.6171
H: 0.1095 -3.7873 1.2916
H: 0.3141 -2.7024 -0.7909
H: -1.0667 -1.5649 -0.6054
H: 0.3631 -0.3417 1.3125
H: 0.9053 -0.2785 -0.3967
H: 2.5953 -0.9500 1.7208
H: 2.0940 -2.6067 1.1818
H: 2.9476 -2.1686 -1.1622
H: 4.2085 -1.8515 0.0933
H: 2.9645 0.1318 -1.8236
H: 3.1542 0.7696 -0.1220
H: 5.4887 -0.7931 -1.5152
H: 5.5453 0.4550 -0.1161
H: 5.7840 0.8891 -3.0789
H: 4.2941 1.7158 -2.4782
H: 6.6244 2.2251 -0.6017
H: 7.1166 2.6033 -2.2988
H: 4.5611 3.6581 -0.7909
H: 6.0669 4.6707 -1.0166
H: 5.6163 4.1747 -3.6957
H: 3.9451 3.7542 -3.0988
H: 5.2592 6.5473 -3.1377
H: 4.2201 6.1104 -1.6816
H: 3.5265 6.0924 -3.3747

Computed properties:
- E_HOMO: -0.1494 hartree
- Orbital gap: 6.50 eV
- Charge: -1

---

[6]
Computed, not measured: 2 unconnected molecules or ions with the total composition C19H40BClN2O11PS, with the ωB97M-V functional and the def2-TZVPD basis.

Cartesian coordinates (Å):
C: -3.8323 -2.1271 -0.9924
C: -2.8358 -2.2066 -2.1496
N: -1.5426 -1.6220 -1.7948
B: -0.4567 -2.5529 -1.2718
O: -0.9352 -3.8744 -0.9086
O: 0.2059 -1.9403 -0.0190
C: 1.5292 -1.8898 -0.1010
O: 2.0497 -0.5800 0.2204
C: 2.0516 -0.3395 1.6106
C: 2.0299 1.1494 1.9333
N: 0.6734 1.6880 2.0478
C: -0.0388 1.2617 3.2562
C: -1.1978 0.3227 2.9176
C: -1.7711 -0.3911 4.1346
O: -2.2663 1.0644 2.3225
O: 2.1684 -2.6988 0.8569
C: 1.5464 -3.9427 1.1420
C: 0.5512 -3.8677 2.2966
C: 1.1284 -3.1957 3.5318
O: 0.1717 -5.2258 2.5952
C: 1.8865 -2.1745 -1.6215
C: 2.4896 -0.9881 -2.3946
S: 1.3848 0.1936 -3.1891
C: 1.0383 1.4644 -1.9503
C: -0.3844 1.4128 -1.3984
P: 3.1610 -3.5691 -2.0988
O: 4.1246 -3.8184 -0.7837
Cl: 2.1222 -5.3516 -1.9832
O: 0.7141 -2.6100 -2.2169
H: -4.8599 -2.2645 -1.3517
H: -3.6075 -2.8586 -0.2144
H: -3.7728 -1.1187 -0.5677
H: -3.2569 -1.6307 -2.9858
H: -2.7603 -3.2470 -2.4948
H: -1.1593 -1.1997 -2.6325
H: -0.8575 -4.4499 -1.6612
H: 2.9433 -0.7859 2.0694
H: 1.1668 -0.7970 2.0651
H: 2.5832 1.7194 1.1807
H: 2.5735 1.2705 2.8883
H: 0.7674 2.6945 2.0788
H: -0.4745 2.1459 3.7352
H: 0.6331 0.7856 3.9843
H: -0.8652 -0.4156 2.1769
H: -2.5340 0.2360 4.6057
H: -0.9924 -0.6515 4.8552
H: -2.2655 -1.3172 3.8259
H: -1.8829 1.5445 1.5863
H: 2.3524 -4.6304 1.4247
H: 1.0326 -4.3546 0.2796
H: -0.3618 -3.3721 1.9598
H: 2.1355 -3.5724 3.7441
H: 1.1628 -2.1098 3.4358
H: 0.4889 -3.4286 4.3930
H: 0.7718 -5.5507 3.2596
H: 3.2420 -0.4820 -1.7793
H: 3.0215 -1.3980 -3.2633
H: 1.2218 2.4179 -2.4646
H: 1.7868 1.3677 -1.1620
H: -1.1128 1.6360 -2.1817
H: -0.4948 2.1411 -0.5925
H: -0.6029 0.4241 -0.9814
H: 4.3530 -2.9661 -0.4133
C: -1.1446 7.5989 -3.4840
C: -1.3572 6.6613 -2.3242
C: -0.3091 5.5864 -2.1299
O: -1.0547 4.5452 -1.4958
C: -2.3522 4.6712 -1.8711
O: -3.2067 3.8806 -1.6649
O: -2.5318 5.8568 -2.5194
H: -2.0588 8.1522 -3.6945
H: -0.3527 8.3109 -3.2513
H: -0.8696 7.0475 -4.3839
H: -1.4968 7.2228 -1.3948
H: 0.5230 5.8841 -1.4969
H: 0.0698 5.2090 -3.0832

Computed properties:
- Energy relative to the best compared isomer or geometry (same formula, charge and spin): 0.0 kJ/mol
- E_HOMO: -0.1696 hartree
- Orbital gap: 6.70 eV
- Charge: -1